76
Properties=species:S:1:pos:R:3 method="wB97M-V/def2-TZVPD" homo_lumo_gap_ev=6.24 homo_energy_ev=-13.318 total_charge=+2 e_above_lowest_kcal_mol=0.0 fmax_ev_per_a=1.518 total_energy_ev=-100921.1238
Zr 1.454 0.357 -0.765
C -2.152 -0.587 -3.194
P -1.080 0.106 -1.893
C -1.562 -1.004 -0.484
N -2.754 -0.834 0.039
C -3.194 -1.707 0.968
C -4.476 -1.550 1.538
C -4.907 -2.454 2.466
C -4.089 -3.538 2.866
C -2.842 -3.712 2.339
C -2.369 -2.797 1.374
N -1.137 -2.944 0.847
C -0.730 -2.090 -0.066
P 1.028 -2.283 -0.581
C 1.739 -3.200 0.814
C 1.265 -3.371 -2.078
C 0.625 -4.740 -1.839
C 2.784 -3.513 -2.287
C 0.656 -2.715 -3.319
C -1.705 1.848 -1.648
C -1.406 2.569 -2.975
C -3.195 1.981 -1.332
C -0.873 2.470 -0.531
H -3.177 -0.501 -2.835
H -1.933 -1.638 -3.375
H -2.041 -0.034 -4.125
H -5.090 -0.720 1.212
H -5.891 -2.353 2.905
H -4.469 -4.236 3.600
H -2.203 -4.536 2.627
H 1.227 -4.151 0.916
H 1.608 -2.646 1.741
H 2.800 -3.360 0.640
H 1.168 -5.319 -1.094
H 0.648 -5.308 -2.771
H -0.420 -4.656 -1.527
H 3.284 -4.008 -1.455
H 3.259 -2.549 -2.464
H 2.949 -4.132 -3.171
H -0.437 -2.664 -3.245
H 0.888 -3.327 -4.191
H 1.060 -1.718 -3.501
H -2.098 2.265 -3.760
H -0.386 2.407 -3.322
H -1.537 3.643 -2.829
H -3.811 1.590 -2.142
H -3.433 3.043 -1.235
H -3.466 1.474 -0.410
H 0.197 2.546 -0.812
H -0.999 1.947 0.417
H -1.185 3.505 -0.371
O 6.122 4.532 -0.254
C 5.405 3.632 -0.544
S 4.159 3.731 -1.834
C 3.566 2.103 -1.634
C 4.161 1.320 -0.685
S 3.754 -0.352 -0.343
S 5.454 2.024 0.254
S 2.265 1.587 -2.689
C 1.017 0.291 3.398
C 1.117 1.377 2.381
O 1.247 1.044 1.172
C 1.066 2.771 2.729
C 0.678 3.178 4.016
C 0.618 4.521 4.325
C 0.970 5.468 3.369
C 1.376 5.078 2.095
C 1.417 3.741 1.772
H 1.489 -0.602 2.999
H -0.037 0.074 3.595
H 1.484 0.569 4.339
H 0.409 2.444 4.765
H 0.309 4.837 5.312
H 0.938 6.521 3.621
H 1.669 5.825 1.369
H 1.756 3.430 0.793


105
Properties=species:S:1:pos:R:3 method="wB97M-V/def2-TZVPD" homo_lumo_gap_ev=6.55 homo_energy_ev=-8.103 fmax_ev_per_a=8.588 total_energy_ev=-109100.3311 smiles="CNCc1c2c(c(CCc3ccccc3)c(S)c1[C@H](C)F)C(=O)N(N)C2=O.CCOC(=O)C(F)(F)F.CCOC(=O)C(F)(F)F.CCOC(=O)C(F)(F)F.CCOC(=O)C(F)(F)F"
C 0.833 5.139 0.291
N 1.374 6.482 0.730
C 2.554 6.815 -0.160
C 3.646 5.592 -0.104
C 3.811 4.651 -1.439
C 4.926 3.447 -1.429
C 5.935 3.074 -0.148
C 7.020 1.865 -0.344
C 7.023 0.716 0.819
C 5.606 -0.077 1.035
C 5.585 -1.190 2.284
C 4.303 -2.137 2.664
C 2.944 -1.993 1.759
C 2.940 -0.893 0.538
C 4.243 0.076 0.139
C 5.751 4.019 1.187
S 6.823 3.775 2.702
C 4.621 5.251 1.208
C 4.432 6.196 2.569
C 5.795 7.123 2.796
F 4.085 5.399 3.782
C 4.823 2.790 -2.926
O 5.270 1.647 -3.451
N 4.066 3.860 -3.739
N 3.607 3.391 -4.961
C 3.082 4.672 -2.908
O 1.948 5.295 -3.237
H 0.816 4.993 -0.888
H -0.293 5.080 0.646
H 1.382 4.210 0.758
H 0.654 7.221 0.562
H 3.031 7.836 0.235
H 2.178 7.070 -1.264
H 6.812 1.303 -1.374
H 8.083 2.360 -0.468
H 7.813 -0.109 0.469
H 7.388 1.068 1.876
H 6.574 -1.337 2.930
H 4.423 -2.916 3.553
H 2.042 -2.705 2.027
H 1.935 -0.835 -0.104
H 4.212 0.837 -0.748
H 5.984 3.102 3.647
H 3.546 6.986 2.444
H 5.679 8.222 2.385
H 6.672 6.619 2.178
H 6.142 7.113 3.930
H 2.737 3.876 -5.280
H 4.390 3.509 -5.661
C 0.747 -5.624 -2.698
C -0.525 -4.800 -2.780
O -1.100 -4.624 -1.476
C -0.544 -3.642 -0.698
O 0.394 -2.935 -1.057
C -1.277 -3.531 0.638
F -1.505 -4.746 1.216
F -2.499 -2.939 0.506
F -0.596 -2.796 1.562
H 0.556 -6.576 -2.194
H 1.144 -5.824 -3.697
H 1.517 -5.106 -2.118
H -1.266 -5.331 -3.386
H -0.350 -3.831 -3.263
C 0.135 -11.899 -0.394
C 1.175 -11.914 -1.500
O 0.684 -11.235 -2.666
C 0.763 -9.866 -2.645
O 1.215 -9.221 -1.702
C 0.253 -9.276 -3.959
F -0.921 -9.839 -4.369
F 1.138 -9.457 -4.981
F 0.023 -7.935 -3.889
H -0.813 -12.314 -0.752
H 0.476 -12.483 0.466
H -0.072 -10.878 -0.059
H 1.379 -12.948 -1.796
H 2.126 -11.482 -1.168
C -3.428 -0.482 0.774
C -4.413 0.225 -0.140
O -5.111 1.259 0.570
C -4.441 2.445 0.722
O -3.307 2.649 0.295
C -5.312 3.468 1.451
F -5.935 2.945 2.546
F -6.302 3.961 0.652
F -4.609 4.547 1.896
H -3.936 -0.858 1.668
H -2.952 -1.320 0.257
H -2.646 0.202 1.117
H -5.168 -0.490 -0.486
H -3.920 0.628 -1.033
C -9.583 4.272 1.760
C -10.802 3.683 1.075
O -10.841 2.258 1.248
C -11.330 1.809 2.447
O -11.717 2.549 3.348
C -11.359 0.281 2.480
F -10.205 -0.279 2.014
F -12.364 -0.230 1.712
F -11.544 -0.223 3.733
H -8.669 3.783 1.407
H -9.509 5.346 1.564
H -9.626 4.122 2.843
H -10.742 3.871 -0.002
H -11.730 4.145 1.431


62
Properties=species:S:1:pos:R:3 method="wB97M-V/def2-TZVPD" homo_lumo_gap_ev=5.90 homo_energy_ev=-10.519 total_charge=+1 e_above_lowest_kcal_mol=0.0 fmax_ev_per_a=1.774 total_energy_ev=-43348.6393
C 6.617 0.318 -0.214
C 5.291 -0.270 0.162
C 5.051 -1.623 -0.104
C 3.846 -2.200 0.242
C 2.788 -1.435 0.806
C 1.579 -2.113 1.184
C 0.961 -1.941 2.460
C -0.230 -2.659 2.790
C -0.800 -2.559 4.046
C -0.251 -1.699 5.013
C -0.880 -1.540 6.363
C 0.899 -0.968 4.704
C 1.520 -1.103 3.477
C 3.036 -0.047 1.028
C 4.280 0.511 0.739
H 6.812 1.230 0.356
H 7.411 -0.410 -0.013
H 6.677 0.569 -1.283
H 5.833 -2.224 -0.573
H 3.719 -3.277 0.125
H 1.367 -3.056 0.673
H -0.687 -3.288 2.021
H -1.694 -3.135 4.306
H -0.566 -0.595 6.821
H -1.977 -1.551 6.306
H -0.568 -2.353 7.035
H 1.309 -0.284 5.451
H 2.451 -0.563 3.301
H 2.240 0.586 1.429
H 4.482 1.562 0.966
C 2.038 -4.115 -1.898
C 0.526 -4.210 -1.773
C 0.035 -5.218 -2.816
C -0.127 -2.822 -1.927
C -1.606 -2.928 -2.220
C -2.268 -1.588 -2.363
N -1.820 -0.719 -1.284
C -2.479 0.478 -0.989
C -1.884 1.157 0.072
C -2.418 2.381 0.494
C -3.490 2.929 -0.220
C -4.061 2.248 -1.307
C -3.579 0.989 -1.680
S -0.511 0.271 0.668
C -0.682 -0.983 -0.561
N 0.122 -1.984 -0.733
H 2.323 -3.891 -2.937
H 2.443 -3.334 -1.256
H 2.485 -5.076 -1.615
H 0.244 -4.580 -0.771
H 0.247 -4.849 -3.830
H 0.567 -6.167 -2.694
H -1.037 -5.429 -2.732
H 0.356 -2.354 -2.808
H -1.771 -3.507 -3.134
H -2.073 -3.487 -1.394
H -2.022 -1.135 -3.334
H -3.354 -1.710 -2.307
H -1.986 2.874 1.363
H -3.890 3.899 0.066
H -4.883 2.694 -1.869
H -4.029 0.410 -2.489


86
Properties=species:S:1:pos:R:3 method="wB97M-V/def2-TZVPD" homo_lumo_gap_ev="6.98 / 6.98" homo_energy_ev="-7.395 / -7.388" e_above_lowest_kcal_mol=0.0 fmax_ev_per_a=2.849 multiplicity=4 total_energy_ev=-450871.0025
Er -0.161 0.095 0.868
Br 3.323 -5.239 -1.523
C 1.901 -4.090 -1.056
C 0.702 -4.126 -1.754
Br 0.476 -5.279 -3.232
C -0.339 -3.273 -1.376
Br -1.965 -3.208 -2.326
C -0.225 -2.384 -0.313
O -1.178 -1.543 0.057
C 1.033 -2.308 0.365
O 1.182 -1.363 1.288
C 2.054 -3.179 -0.005
Br 3.681 -3.008 0.939
Br -4.535 -5.116 -5.027
C -4.003 -3.323 -5.302
C -4.445 -2.342 -4.431
C -4.054 -1.028 -4.626
C -3.253 -0.694 -5.716
C -2.847 -1.687 -6.601
C -3.195 -3.009 -6.383
N -2.967 0.653 -6.107
N -2.790 1.568 -5.297
C -2.500 1.401 -3.907
C -3.252 2.148 -3.036
C -3.011 2.143 -1.659
C -1.919 1.488 -1.115
O -1.663 1.484 0.168
C -1.025 0.830 -2.034
N 0.146 0.327 -1.519
C 0.920 -0.390 -2.303
C 0.636 -0.623 -3.656
C -0.475 -0.055 -4.207
C -1.360 0.702 -3.403
H -5.082 -2.604 -3.596
H -4.396 -0.259 -3.947
H -2.248 -1.408 -7.459
H -2.865 -3.786 -7.058
H -4.087 2.710 -3.439
H -3.679 2.670 -0.988
H 1.825 -0.793 -1.860
H 1.306 -1.237 -4.243
H -0.674 -0.182 -5.261
S -0.246 0.250 3.905
C -1.792 0.196 3.288
N -2.771 1.106 3.424
C -3.867 0.845 2.484
C -3.684 -0.652 2.232
N -2.250 -0.810 2.493
H -2.528 2.040 3.710
H -3.711 1.411 1.565
H -4.832 1.092 2.920
H -3.922 -0.944 1.212
H -4.264 -1.251 2.936
H -1.842 -1.727 2.590
C 3.648 0.799 0.191
C 4.331 1.787 -0.754
C 3.349 2.595 -1.616
C 3.027 3.987 -1.078
N 2.378 3.954 0.238
C 1.091 3.608 0.444
S 0.698 2.672 1.817
N 0.138 4.029 -0.405
C 0.041 5.403 -0.938
C -0.578 5.526 -2.330
C 0.375 5.307 -3.512
C 0.557 3.842 -3.895
H 4.380 0.218 0.753
H 3.047 0.085 -0.378
H 2.990 1.290 0.911
H 5.001 1.226 -1.408
H 4.969 2.474 -0.185
H 2.411 2.039 -1.719
H 3.750 2.731 -2.623
H 2.384 4.499 -1.781
H 3.944 4.569 -0.968
H 2.968 3.606 0.980
H -0.759 3.610 -0.186
H 1.022 5.869 -0.910
H -0.586 5.953 -0.230
H -0.985 6.538 -2.396
H -1.427 4.839 -2.404
H 1.340 5.770 -3.284
H -0.019 5.844 -4.377
H 0.804 3.224 -3.029
H 1.344 3.718 -4.642
H -0.370 3.458 -4.318


12
Properties=species:S:1:pos:R:3 method="wB97M-V/def2-TZVPD" homo_lumo_gap_ev=12.21 homo_energy_ev=-15.929 total_charge=+1 e_above_lowest_kcal_mol=10.6 fmax_ev_per_a=3.826 total_energy_ev=-7670.9185 smiles=C[n+]1c[nH]cn1
C -0.292 0.273 1.778
N 0.004 -0.019 0.435
C 0.073 0.813 -0.576
N 0.263 0.090 -1.644
C 0.340 -1.216 -1.203
N 0.222 -1.280 0.066
H -1.360 0.152 1.749
H 0.032 -0.512 2.371
H 0.034 1.223 2.243
H -0.231 1.904 -0.724
H 0.372 0.580 -2.529
H 0.544 -2.007 -1.964


33
Properties=species:S:1:pos:R:3 method="wB97M-V/def2-TZVPD" homo_lumo_gap_ev=8.97 homo_energy_ev=-8.480 e_above_lowest_kcal_mol=29.4 fmax_ev_per_a=3.988 total_energy_ev=-48067.1614 smiles=NCc1ccc(Oc2ccc3c(c2Cl)B(O)OC3)c(Cl)c1
N -1.459 0.042 4.153
C -2.546 -0.694 3.603
C -2.491 -0.867 2.133
C -2.369 -2.112 1.497
C -1.956 -2.240 0.147
C -1.821 -1.047 -0.647
O -1.317 -1.011 -1.921
C -0.046 -0.355 -2.083
C 0.290 0.130 -3.378
C 1.459 0.832 -3.609
C 2.250 1.109 -2.516
C 1.996 0.515 -1.316
C 0.861 -0.227 -1.042
Cl 0.781 -1.236 0.358
B 3.180 0.959 -0.475
O 3.107 0.781 0.921
O 4.004 1.880 -1.117
C 3.584 1.821 -2.491
C -1.996 0.270 0.028
Cl -1.340 1.620 -0.778
C -2.370 0.263 1.382
H -0.574 -0.164 3.742
H -1.405 0.012 5.193
H -3.455 -0.233 3.845
H -2.571 -1.679 3.967
H -2.609 -3.042 2.018
H -1.772 -3.230 -0.313
H -0.486 -0.039 -4.121
H 1.654 1.231 -4.558
H 3.700 1.388 1.289
H 3.497 2.866 -2.825
H 4.448 1.272 -3.057
H -2.231 1.183 1.971